# C5H14N

A cluster of 2 separate species, C5H14N in total at a distorted geometry (ωB97M-V/def2-TZVPD, the Open Molecules 2025 dataset).

Structure (XYZ):
```
20
Properties=species:S:1:pos:R:3:forces:R:3
C -0.5566 -0.8381 -2.5145 -0.15 1.58 0.78
C 0.0703 1.7083 0.3313 -1.09 -0.21 -0.95
C -0.0645 0.5872 1.3399 0.69 0.65 1.53
C -1.0810 -0.4571 1.0240 -0.06 1.16 0.25
C 1.3077 -0.1060 1.5447 0.36 0.84 1.31
N 0.3350 -0.7327 -1.3861 -0.10 -1.07 -1.23
H 0.0543 -0.8535 -3.4711 -0.02 -0.72 0.93
H -1.2543 -1.6724 -2.3801 0.20 -0.09 -0.72
H 0.7981 2.4739 0.5836 0.40 -0.40 -0.04
H 0.2850 1.1076 -0.5573 0.59 1.18 -0.12
H -0.3972 1.0850 2.3117 0.26 -0.83 -0.58
H -2.0527 -0.0524 0.7103 -0.01 -0.37 0.29
H -1.0719 -1.3129 1.7113 -0.20 0.12 -0.53
H -0.7048 -0.8109 -0.0224 1.02 -0.71 -1.61
H 2.1011 0.6147 1.8844 -0.95 -0.60 0.09
H 1.1937 -0.9277 2.2854 0.39 0.48 -0.52
H 1.7377 -0.4618 0.6155 -0.32 -0.36 -0.24
H -0.8409 2.2744 0.0795 -0.06 -0.38 0.47
H 0.8183 -1.6519 -1.3519 -0.42 0.03 0.88
H -1.0340 0.1400 -2.6057 -0.52 -0.29 0.03
```
Positions in Å, forces in eV/Å.

As for the net charge: +1. The calculated total energy is -6890.0658 eV. As for the multiplicity: 1. The value obtained for the energy above the lowest of the compared OMol25 structures with the same formula, charge and spin is 5.796 eV. The LUMO energy comes out at -8.6 eV.

These are the Löwdin partial charges, in e, on atoms 1 to 8: -0.09 -0.07 -0.48 0.02 -0.07 0.17 0.17 0.12

# CH3KLiO

A structure of composition CH3KLiO at a distorted geometry (ωB97M-V/def2-TZVPD, the Open Molecules 2025 dataset).

Structure (XYZ):
```
7
Properties=species:S:1:pos:R:3:forces:R:3
O -0.6832 -0.0816 0.3700 1.61 -2.08 0.61
C 0.3879 -0.7067 0.5854 -1.66 0.43 0.09
Li -2.1499 0.9424 -1.4527 -0.27 -0.49 -0.75
H 0.9920 -0.4306 1.4504 0.37 0.01 0.15
H 0.5784 -1.6696 0.1112 0.29 -0.16 -0.21
K 2.5363 0.5424 -0.9331 -0.02 0.22 -0.10
H -1.6615 1.4036 -0.1313 -0.33 2.07 0.21
```
Positions in Å, forces in eV/Å.

The calculated total energy is -19657.7990 eV. As for the multiplicity: 2. The LUMO energy (alpha / beta) comes out at -0.2 / -0.3 eV.

Let us look at the Löwdin charges, expressed in e, one per atom: -0.38 -0.35 0.41 0.03 0.02 0.43 -0.16

# C4H6HgLiO2

A structure of composition C4H6HgLiO2 at a distorted geometry (ωB97M-V/def2-TZVPD, the Open Molecules 2025 dataset).

Structure (XYZ):
```
14
Properties=species:S:1:pos:R:3:forces:R:3
O 2.6227 -3.7085 0.2283 2.83 4.11 -0.30
C 3.2947 -2.6113 -0.1216 -4.38 -4.16 -0.34
C 2.7683 -1.8123 -1.1433 0.88 0.48 -0.20
Li -1.8174 -0.7262 -0.3513 0.67 -0.08 0.73
Hg -0.9966 1.7253 1.7859 -0.35 0.14 -0.03
H 1.9247 -2.1871 -1.7590 0.49 -0.03 0.43
H 3.4216 -1.0952 -1.6518 -0.27 -0.05 0.32
C 0.5613 -0.6798 1.1201 2.54 0.57 -0.57
C 1.2125 -0.0250 0.1120 -0.85 -0.19 1.37
O -0.4678 -1.5727 0.8793 -2.03 -0.08 -1.18
H 1.0420 -0.8697 2.0821 -0.15 0.28 -0.24
H 2.0534 0.6232 0.3797 -0.32 -0.40 -0.22
H 0.7364 0.1672 -0.8534 0.36 -0.35 0.08
H -0.1253 -2.4027 0.5234 0.58 -0.25 0.14
```
Positions in Å, forces in eV/Å.

The calculated total energy is -12714.4899 eV. As for the multiplicity: 2. The value obtained for the energy above the lowest of the compared OMol25 structures with the same formula, charge and spin is 2.857 eV. The LUMO energy (alpha / beta) comes out at -2.0 / -2.0 eV.

These are the Löwdin partial charges, in e, on atoms 1 to 8: -0.22 -0.29 -0.21 0.68 0.43 0.02 0.00 -0.49

# C36H38O5P2PdS4Si

A structure of composition C36H38O5P2PdS4Si at a distorted geometry (ωB97M-V/def2-TZVPD, the Open Molecules 2025 dataset).

Structure (XYZ):
```
87
Properties=species:S:1:pos:R:3:forces:R:3
Pd -1.3773 -0.5644 -1.4845 -1.01 -0.84 0.06
O 0.7603 -0.8371 0.2782 0.06 -0.13 -0.15
P 1.6100 0.3511 0.5424 0.10 0.13 0.09
C 0.5954 1.8506 0.7593 -0.04 0.06 -0.03
P -1.0063 1.4504 1.5289 0.13 0.09 0.14
O -1.8957 0.6778 0.6132 0.08 -0.03 -0.29
C -0.6568 0.6271 3.0917 0.03 0.05 -0.06
C -1.1401 -0.6564 3.3036 -0.05 -0.03 -0.03
C -0.8773 -1.2996 4.5064 0.01 0.00 0.02
C -0.1319 -0.6639 5.4870 0.00 0.01 -0.02
C 0.3505 0.6237 5.2767 -0.01 -0.01 0.00
C 0.0826 1.2709 4.0841 0.02 0.02 0.00
C -1.7486 3.0275 2.0126 0.03 -0.04 -0.02
C -3.1336 3.0240 2.1725 -0.02 0.02 -0.01
C -3.7881 4.1708 2.5909 -0.01 0.00 -0.01
C -3.0662 5.3279 2.8523 0.00 0.00 0.00
C -1.6885 5.3369 2.6962 0.00 0.00 -0.01
C -1.0302 4.1888 2.2780 -0.01 0.01 -0.02
C 2.7866 0.7631 -0.7546 -0.06 -0.01 0.04
C 3.1960 2.0682 -1.0193 -0.01 0.02 0.01
C 4.1128 2.3177 -2.0283 0.00 -0.01 -0.01
C 4.6189 1.2633 -2.7763 0.01 0.01 0.00
C 4.2103 -0.0369 -2.5181 -0.02 0.01 -0.01
C 3.2934 -0.2893 -1.5106 0.04 0.00 -0.01
C 2.5543 0.1650 2.0705 -0.02 0.00 -0.06
C 2.3954 -1.0164 2.7853 -0.04 0.00 0.00
C 3.0922 -1.2051 3.9701 0.01 0.00 0.00
C 3.9424 -0.2163 4.4408 0.00 0.00 0.00
C 4.1064 0.9644 3.7255 -0.01 -0.01 0.01
C 3.4171 1.1524 2.5389 0.02 0.01 -0.01
H 0.3650 2.2492 -0.2350 -0.01 0.00 0.04
H 1.1378 2.6147 1.3180 0.01 -0.03 0.04
H -1.7139 -1.1454 2.5268 0.01 0.01 0.00
H -1.2566 -2.2998 4.6704 0.00 0.00 0.00
H 0.0749 -1.1691 6.4219 0.00 0.00 0.00
H 0.9332 1.1201 6.0415 0.00 0.00 0.00
H 0.4520 2.2790 3.9306 0.00 0.00 0.00
H -3.6932 2.1222 1.9544 0.01 -0.01 0.00
H -4.8637 4.1625 2.7084 0.00 0.00 0.00
H -3.5795 6.2242 3.1748 0.00 0.00 0.00
H -1.1238 6.2383 2.8947 0.00 0.00 0.00
H 0.0449 4.2178 2.1546 0.01 0.00 0.01
H 2.7956 2.9010 -0.4522 0.00 -0.01 0.01
H 4.4235 3.3329 -2.2376 0.00 0.00 0.00
H 5.3254 1.4591 -3.5725 0.00 0.00 0.00
H 4.5853 -0.8539 -3.1197 0.00 0.00 0.00
H 2.9364 -1.2945 -1.3349 -0.01 -0.01 0.02
H 1.7137 -1.7701 2.4111 0.00 0.00 -0.01
H 2.9638 -2.1235 4.5278 0.00 0.00 0.01
H 4.4842 -0.3650 5.3660 0.00 0.00 0.00
H 4.7783 1.7310 4.0888 0.00 0.00 0.00
H 3.5674 2.0653 1.9720 0.00 0.00 -0.01
S -4.4070 -3.7809 -0.0434 -0.07 0.37 -0.25
C -3.3126 -2.6059 -0.3809 -0.22 -0.78 0.60
S -1.7714 -2.5069 0.3117 0.20 0.68 -0.78
S -3.5696 -1.3208 -1.4773 0.27 0.08 0.09
C -0.6294 -7.4060 -2.5367 0.01 -0.04 0.02
C -0.4229 -5.9539 -2.8628 0.01 0.04 0.01
C 0.1347 -5.0816 -1.9378 -0.01 0.01 -0.03
C 0.2923 -3.7328 -2.2300 0.03 0.02 0.02
C -0.1121 -3.2573 -3.4645 -0.06 0.07 -0.02
C -0.6582 -4.1129 -4.4128 -0.02 -0.04 -0.05
C -0.8085 -5.4516 -4.1071 0.01 0.00 -0.01
S -0.0219 -1.5275 -3.8113 0.74 0.09 0.57
O -1.4367 -1.0264 -3.6810 -0.20 0.37 0.41
O 0.5463 -1.3428 -5.1141 -0.32 0.01 -0.15
O 0.7142 -0.9150 -2.6954 0.16 -0.09 -0.07
H -0.2280 -7.6511 -1.5544 0.00 0.00 0.00
H -0.1435 -8.0489 -3.2726 0.00 0.01 -0.01
H -1.6922 -7.6537 -2.5364 0.00 0.01 0.00
H 0.4324 -5.4509 -0.9641 0.00 -0.01 0.00
H 0.7116 -3.0505 -1.5016 -0.02 0.00 0.01
H -0.9608 -3.7301 -5.3787 0.00 0.02 0.00
H -1.2392 -6.1229 -4.8407 0.00 0.00 0.00
C -2.5373 2.7684 -1.4300 -0.03 -0.10 -0.18
Si -2.0885 1.4067 -2.6405 0.15 0.25 -0.19
C -3.5953 1.1133 -3.7011 0.15 -0.05 0.05
C -0.5870 1.9800 -3.5999 -0.10 0.00 0.04
H -2.8225 3.5995 -2.0894 -0.04 -0.01 0.04
H -1.7325 3.1306 -0.7934 0.03 -0.08 -0.01
H -3.3942 2.5149 -0.8086 0.03 -0.04 0.03
H -3.8053 2.0661 -4.1991 0.03 -0.01 -0.02
H -4.4733 0.8559 -3.1097 0.01 -0.02 0.03
H -3.4299 0.3485 -4.4570 0.01 -0.01 0.03
H -0.9049 2.8979 -4.1092 0.04 0.02 0.00
H -0.2284 1.2767 -4.3493 -0.07 -0.01 0.05
H 0.2469 2.2397 -2.9446 0.00 -0.05 0.03
```
Positions in Å, forces in eV/Å.

The calculated total energy is -121465.2229 eV. As for the multiplicity: 1. The value obtained for the energy above the lowest of the compared OMol25 structures with the same formula, charge and spin is 2.141 eV. The LUMO energy (alpha / beta) comes out at -1.9 / -1.9 eV.

These are the Löwdin partial charges, in e, on atoms 1 to 8: 0.56 -0.39 0.72 -0.29 0.73 -0.40 -0.28 -0.07